12 unconnected molecules or ions with the total composition C49H107BN5O19. Source: the OMol25 dataset; level of theory: the ωB97M-V functional and the def2-TZVPD basis.

The geometry in XYZ format:
```
181
Properties=species:S:1:pos:R:3:forces:R:3
O -1.96233 2.93580 -1.03618 0.50 -3.74 3.98
C -1.74989 2.02010 -0.18568 -0.02 2.42 -3.65
O -2.57499 1.42950 0.69052 1.24 0.68 -0.12
B -1.78481 0.43796 1.49238 -0.74 0.03 -0.78
O -0.51694 0.30450 0.73961 0.77 -0.95 0.81
C -0.33139 1.25701 -0.11996 0.27 2.29 -0.54
O 0.72006 1.62713 -0.65714 -2.34 -1.57 0.97
O -2.54981 -0.82940 1.58179 0.48 0.59 0.79
C -2.68962 -1.16855 2.85688 -0.83 -2.57 0.43
O -3.20533 -2.21803 3.25793 1.45 3.00 -1.03
C -2.00124 -0.06501 3.72289 -0.52 -0.58 1.33
O -1.50160 0.84220 2.92130 -0.05 -0.01 -1.28
O -1.93476 -0.03404 4.93256 0.02 -0.41 -1.28
C -3.72632 -7.43796 6.45815 0.57 0.86 0.89
C -2.24339 -7.11405 6.12278 -0.86 -0.28 -0.37
C -2.19242 -7.40700 4.62574 0.17 -0.81 -0.21
C -0.98007 -6.96528 3.88804 0.73 2.78 0.58
C -0.95609 -5.39481 4.11469 1.51 -0.43 -0.50
C -0.95473 -4.91444 5.59812 1.39 -0.59 -0.09
N -2.02355 -5.60574 6.32471 -1.47 -1.53 -1.48
O -2.07991 -5.29581 7.69275 0.88 -0.14 -0.47
C 0.48643 -5.05389 6.22357 0.21 -0.43 -0.27
C -1.14802 -3.41514 5.64125 -1.47 0.49 0.64
C -1.32434 -8.08893 6.90983 -0.01 1.41 -0.11
H -3.88998 -7.31911 7.52922 -0.13 0.23 0.06
H -4.02705 -8.46235 6.23842 0.28 0.03 -0.39
H -4.32776 -6.71098 5.91237 -0.27 -0.21 0.11
H -2.27849 -8.48551 4.49344 -0.54 -0.11 0.12
H -3.04315 -6.88979 4.18206 -0.15 -0.24 -0.19
H -0.94635 -7.23978 2.83371 -0.41 0.21 -0.05
H -0.01375 -7.29193 4.27229 -0.12 -0.51 0.40
H -1.61413 -4.81480 3.46765 -0.79 -0.32 0.36
H 0.01152 -5.05569 3.74479 0.34 0.12 -0.07
H 1.19473 -4.42508 5.68412 -0.20 0.25 -0.28
H 0.53303 -4.65854 7.23828 -0.22 -0.18 0.19
H 0.97539 -6.02764 6.19452 -0.39 -0.34 0.11
H -2.19557 -3.19804 5.43245 0.08 0.24 -0.43
H -1.01374 -3.02588 6.65048 0.19 -0.11 0.13
H -0.48160 -2.84031 4.99815 -0.03 -0.29 -0.28
H -0.31679 -7.90058 6.53906 0.26 -0.40 0.38
H -1.58343 -9.14417 6.82361 -0.15 0.15 -0.45
H -1.41352 -7.86564 7.97298 0.31 0.09 0.11
H -1.20268 -5.63540 7.88443 0.28 0.14 1.55
C 2.37015 -2.71641 -1.57442 -1.17 0.71 -0.10
C 1.00187 -3.42263 -1.61227 -0.71 -1.73 0.43
C 0.39519 -3.34911 -0.16881 0.95 -0.63 -0.41
C -1.02194 -3.80779 -0.04847 -0.85 0.66 -0.10
C -1.92896 -3.03798 -1.00591 -0.26 -0.43 -1.79
C -1.46773 -3.05651 -2.55109 0.47 0.11 1.28
N 0.03259 -2.75871 -2.52851 -0.41 0.47 0.38
O 0.54016 -2.80137 -3.84111 0.05 -0.88 -0.45
C -1.85466 -4.43880 -3.18012 0.20 0.72 1.20
C -2.18186 -1.86172 -3.25647 0.25 -0.20 -0.24
C 1.32133 -4.93797 -1.91908 -0.25 0.31 -0.83
H 2.81593 -2.96544 -0.61142 0.31 0.03 -0.09
H 2.11731 -1.65696 -1.61602 0.34 0.20 0.24
H 3.05065 -2.91252 -2.40302 -0.18 -0.33 0.07
H 0.93726 -4.05239 0.46337 0.65 0.10 0.00
H 0.55323 -2.36093 0.26318 -0.21 0.31 -0.17
H -1.32536 -3.67997 0.99061 -0.31 0.44 0.12
H -1.12902 -4.88899 -0.13586 0.18 -0.12 -0.64
H -2.08059 -1.98288 -0.77815 0.36 -0.07 0.51
H -2.92401 -3.48290 -1.01092 -0.17 0.06 0.13
H -1.49461 -5.18681 -2.47375 0.51 -0.26 -0.45
H -2.92600 -4.61567 -3.08502 -0.22 0.48 -0.50
H -1.49581 -4.57206 -4.20069 0.01 -0.09 0.19
H -1.81525 -1.64289 -4.25938 0.29 -0.41 -0.11
H -3.25262 -2.01848 -3.38685 -0.06 -0.38 0.23
H -2.09242 -0.90597 -2.74011 0.26 -0.14 0.46
H 1.90656 -5.03124 -2.83391 0.29 0.33 -0.01
H 0.47928 -5.58597 -2.16230 -0.30 0.21 0.55
H 1.90589 -5.38676 -1.11598 -0.04 0.07 0.10
H 0.75821 -1.89666 -4.07681 0.03 0.52 0.35
C -3.94805 5.96280 -4.23800 -0.46 -0.39 0.65
C -2.43687 6.18857 -4.44519 -0.01 -0.56 -0.32
C -2.04008 5.56147 -5.83048 -0.55 -0.49 -0.52
C -0.81722 6.09264 -6.53603 0.70 1.56 1.50
C -0.78480 7.65251 -6.42566 -0.65 -1.58 0.40
C -1.01473 8.25271 -4.98883 1.80 -0.59 -1.19
N -2.22143 7.64036 -4.39131 1.12 -0.35 -2.68
O -2.59126 8.21943 -3.22012 -0.64 0.69 1.05
C 0.32230 8.18492 -4.11767 -1.53 -0.42 -0.67
C -1.27995 9.72451 -5.28307 -0.89 -0.10 1.18
C -1.63562 5.37224 -3.39121 -0.83 0.65 0.97
H -4.19812 4.92961 -4.47901 -0.04 -0.05 -0.16
H -4.64526 6.63447 -4.73886 0.59 0.06 -0.84
H -4.30731 6.10857 -3.21929 0.65 -0.14 0.43
H -1.85547 4.50554 -5.63293 -0.09 -0.10 0.19
H -2.84817 5.50278 -6.55962 -0.51 0.62 0.23
H -0.69661 5.79648 -7.57807 -0.29 -0.17 0.06
H 0.03271 5.70211 -5.97638 0.46 -0.02 -0.15
H -1.63428 7.99395 -7.01719 0.05 0.28 -0.22
H 0.14644 7.98307 -6.88569 -0.04 0.46 0.25
H 1.09515 8.78088 -4.60310 -0.04 0.03 0.10
H 0.08099 8.59846 -3.13846 0.29 0.05 0.11
H 0.66809 7.15735 -4.00536 0.10 0.07 0.03
H -1.25955 10.19151 -4.29839 -0.09 0.68 -0.21
H -0.59850 10.21738 -5.97648 0.19 -0.31 0.15
H -2.29868 9.77351 -5.66763 0.00 0.29 -0.07
H -2.02997 5.57231 -2.39494 -0.03 0.37 0.23
H -0.57694 5.62283 -3.32422 0.03 -0.33 -0.40
H -1.83052 4.30103 -3.44244 0.33 -0.01 -0.50
H -1.98935 7.93818 -2.52715 0.38 -0.27 0.43
C -0.03978 2.03431 -4.85061 1.27 0.30 0.37
C 1.27644 1.36259 -5.25887 0.52 0.05 -3.03
C 2.12841 2.47754 -6.08224 1.49 -1.13 0.77
C 3.64629 2.04366 -6.35802 -3.43 1.23 1.12
C 4.16391 1.67090 -4.98030 1.70 -0.11 -1.23
C 3.44847 0.61337 -4.14706 0.65 0.23 -0.42
N 2.00774 0.87937 -4.08824 1.24 2.52 -0.49
O 1.35316 -0.04043 -3.30572 -0.73 -1.17 -0.30
C 3.75646 -0.75664 -4.72385 -0.60 -0.37 0.09
C 4.02670 0.70538 -2.71760 -0.61 -0.18 -0.14
C 0.92484 0.25693 -6.33509 -0.31 -0.07 0.70
H 0.25708 2.77530 -4.10838 -0.35 -0.17 0.59
H -0.72997 1.28353 -4.46580 -0.29 0.37 -0.04
H -0.41156 2.67224 -5.65244 -0.38 -0.60 -0.28
H 1.68064 2.76858 -7.03245 -0.60 -0.20 0.25
H 2.24786 3.35628 -5.44847 -0.38 0.21 0.06
H 4.18316 2.93120 -6.69288 0.04 -0.08 -0.19
H 3.67965 1.28998 -7.14477 0.26 -0.29 0.34
H 4.46682 2.52273 -4.37141 -0.71 0.45 -0.10
H 5.13244 1.34986 -5.36370 0.62 -1.00 1.16
H 3.35636 -0.89758 -5.72792 0.10 0.20 -0.04
H 4.83135 -0.93422 -4.75828 -0.07 -0.23 0.25
H 3.20633 -1.44655 -4.08395 0.44 -0.51 -0.08
H 3.75683 1.67051 -2.28889 0.00 0.07 0.05
H 3.56963 -0.08129 -2.11733 0.12 0.01 0.16
H 5.11026 0.59143 -2.68554 0.01 -0.05 -0.22
H 0.29104 0.68869 -7.10967 -0.11 0.09 0.09
H 0.35271 -0.53025 -5.84405 -0.26 -0.07 0.04
H 1.71604 -0.27729 -6.86111 0.44 0.42 0.23
H 1.05268 0.42736 -2.52311 -0.09 0.28 0.26
C 1.64345 -0.63313 3.72307 0.15 1.01 -0.85
C 3.11901 -0.20876 4.06198 1.39 -2.15 -0.48
C 4.12748 -0.62536 2.95838 -0.40 -0.51 -0.01
C 4.03338 0.18553 1.72988 -0.04 0.11 0.14
C 4.24185 1.65735 2.12842 -0.51 -0.16 -0.15
C 3.31675 2.24862 3.29560 1.17 -0.18 -1.92
N 3.24172 1.21281 4.37327 -2.14 0.07 -0.06
O 2.49458 1.57002 5.50259 0.71 0.19 -1.68
C 4.01965 3.49130 3.81011 0.22 0.70 0.14
C 1.92990 2.54800 2.70264 -1.21 -0.75 1.28
C 3.62265 -1.09560 5.19042 -0.04 0.44 1.77
H 1.62321 -1.69875 3.49472 0.18 -0.06 0.49
H 0.90448 -0.33599 4.46720 0.29 -0.26 0.31
H 1.31687 -0.16436 2.79479 0.07 0.11 -0.05
H 5.15001 -0.64308 3.33549 0.01 0.30 0.32
H 3.90712 -1.67017 2.73951 -0.14 -0.06 0.04
H 4.73711 -0.20633 0.99550 0.38 0.57 -0.02
H 3.08118 -0.06701 1.26335 -0.37 0.77 -0.10
H 4.08362 2.18294 1.18671 -0.19 0.81 0.44
H 5.24439 1.89484 2.48425 0.33 -0.54 -0.35
H 4.36872 4.10762 2.98161 -0.33 -0.23 -0.42
H 4.96070 3.26427 4.31108 -0.19 -0.17 0.46
H 3.38672 4.16895 4.38308 0.00 -0.33 0.34
H 1.21391 2.57395 3.52409 -0.23 -0.05 0.15
H 1.61545 1.71784 2.07014 0.09 0.33 -0.29
H 1.76281 3.51747 2.23328 0.85 -0.07 -0.31
H 4.63226 -0.85274 5.52180 0.00 0.73 0.13
H 2.93323 -1.00906 6.03025 0.14 -0.51 0.22
H 3.81474 -2.12966 4.90422 -0.94 0.02 -0.32
H 3.10190 1.56738 6.24607 0.42 -0.13 0.56
O -5.27827 -3.72148 4.21157 -0.42 -0.23 -0.02
H -5.17837 -3.97261 5.12982 0.00 -0.07 0.25
H -4.38576 -3.54981 3.91125 0.21 0.15 -0.04
O -5.29964 -3.38256 0.73689 0.07 -0.18 -0.34
H -6.04626 -2.78359 0.74148 -0.20 0.09 0.02
H -4.72337 -3.05305 1.42650 0.21 0.07 0.32
O 0.74166 4.40279 -0.65127 0.15 0.77 0.34
H 0.20681 3.61105 -0.70886 -0.17 -0.19 -0.34
H 1.63405 4.10265 -0.82387 0.12 -0.16 -0.14
O -1.68967 2.99767 5.12125 0.07 0.62 -0.14
H -1.94913 2.35884 4.45732 -0.05 -0.10 -0.13
H -0.95379 2.58679 5.57501 -0.11 -0.14 0.28
O -5.84228 2.08130 0.54202 -0.17 0.12 -0.11
H -4.94386 1.98908 0.85914 0.39 0.01 -0.03
H -6.34227 1.44068 1.04785 -0.18 -0.14 0.10
O -0.59792 0.88308 7.12169 0.48 0.17 0.46
H 0.20027 1.40924 7.07381 0.23 0.13 0.22
H -0.76670 0.62022 6.21690 -0.55 -0.35 -0.40
```
Positions in Å, forces in eV/Å.

Calculated values
HOMO level (alpha / beta) = -0.2877 / -0.2877 Ha
2S+1 = 2
⟨S²⟩ = 0.75
LUMO energy (alpha / beta) = -0.043 / -0.193 Ha